Below is a cluster of 8 separate species, C32H50N2O18 in total at a distorted geometry, with properties calculated with ωB97M-V/def2-TZVPD.

Output
orbital gap: 10.435 eV
M: 750.75 g/mol
energy above the lowest of the compared OMol25 structures with the same formula, charge and spin: 57.25 kJ/mol
highest occupied orbital energy: -10.2 eV

Each atom is followed by the atoms it is bonded to, with distances in Å.
Cartesian coordinates (Å):
1 C 1.1350 2.2543 3.5335  C2 1.448, H8 1.141, H9 1.118, H10 1.103
2 C 0.7270 1.0973 2.7645  C1 1.448, C3 1.595, O7 1.388, H11 0.960
3 C 1.1070 -0.2737 3.4865  C2 1.595, O4 1.415, H12 1.044, H13 1.122
4 O -0.1510 -0.7167 3.9595  C3 1.415, C5 1.344
5 C -1.1470 0.0713 3.5205  O4 1.344, O6 1.191, O7 1.368
6 O -2.2870 -0.1417 3.7895  C5 1.191
7 O -0.6600 1.1353 2.8115  C2 1.388, C5 1.368
8 H 0.3940 3.1193 3.4595  C1 1.141
9 H 2.1720 2.5193 3.2095  C1 1.118
10 H 1.0710 2.0693 4.6185  C1 1.103
11 H 0.9950 1.0723 1.8425  C2 0.960
12 H 1.8330 -0.2147 4.2345  C3 1.044
13 H 1.5300 -1.0287 2.7725  C3 1.122
14 C 2.0440 2.9263 -2.5975  C15 1.583, H21 1.036, H22 1.108, H23 1.074
15 C 2.9250 3.0493 -1.2885  C14 1.583, C16 1.608, O20 1.360, H24 1.054
16 C 3.0670 1.7003 -0.4245  C15 1.608, O17 1.380, H25 1.037, H26 1.100
17 O 4.2890 1.2403 -0.8705  C16 1.380, C18 1.272
18 C 4.8400 2.0373 -1.6945  O17 1.272, O19 1.230, O20 1.304
19 O 5.8660 1.8393 -2.3425  C18 1.230
20 O 4.1810 3.1573 -1.7995  C15 1.360, C18 1.304
21 H 1.0480 3.1493 -2.4215  C14 1.036
22 H 2.1750 1.9843 -3.1655  C14 1.108
23 H 2.1270 3.7303 -3.3045  C14 1.074
24 H 2.6880 3.8763 -0.6795  C15 1.054
25 H 2.3290 1.0083 -0.6505  C16 1.037
26 H 2.9510 1.7963 0.6655  C16 1.100
27 C -3.5710 2.8243 -0.7775  C28 1.504, H34 1.078, H35 1.094, H36 1.055
28 C -2.5510 2.6933 0.3195  C27 1.504, C29 1.464, O33 1.377, H37 1.025
29 C -1.1550 2.5013 -0.0765  C28 1.464, O30 1.385, H38 1.097, H39 1.107
30 O -0.4680 3.4233 0.6955  C29 1.385, C31 1.281
31 C -1.2440 4.0633 1.4885  O30 1.281, O32 1.244, O33 1.356
32 O -0.8780 4.7743 2.4415  C31 1.244
33 O -2.5210 3.8303 1.0965  C28 1.377, C31 1.356
34 H -3.1030 3.3703 -1.5805  C27 1.078
35 H -4.5140 3.2213 -0.3905  C27 1.094
36 H -3.7370 1.8363 -1.1075  C27 1.055
37 H -2.7400 1.9663 1.0175  C28 1.025
38 H -0.9860 2.7723 -1.1265  C29 1.097
39 H -0.8680 1.4463 0.0985  C29 1.107
40 C -2.3120 -2.9927 -4.0445  C41 1.498, H47 1.037, H48 1.115, H49 1.066
41 C -2.1900 -1.5007 -3.9955  C40 1.498, C42 1.525, O46 1.408, H50 1.086
42 C -3.1410 -0.8847 -2.9745  C41 1.525, O43 1.429, H51 1.088, H52 1.059
43 O -2.2680 -0.0077 -2.2605  C42 1.429, C44 1.351
44 C -0.9760 -0.2367 -2.5825  O43 1.351, O45 1.285, O46 1.295
45 O 0.0370 0.3303 -2.0305  C44 1.285
46 O -0.9250 -1.0077 -3.6215  C41 1.408, C44 1.295
47 H -3.2600 -3.3847 -3.8905  C40 1.037
48 H -1.7250 -3.5547 -3.2815  C40 1.115
49 H -1.7860 -3.3897 -4.8825  C40 1.066
50 H -2.3650 -1.1557 -5.0105  C41 1.086
51 H -3.6630 -1.6287 -2.3765  C42 1.088
52 H -3.9340 -0.3707 -3.4515  C42 1.059
53 C -5.7970 1.4673 2.9695  C54 1.540, H60 1.082, H61 1.076, H62 1.089
54 C -6.6980 0.9793 1.8195  C53 1.540, C55 1.534, O59 1.399, H63 1.151
55 C -6.9760 2.0113 0.7185  C54 1.534, O56 1.413, H64 1.022, H65 1.025
56 O -6.5010 1.4183 -0.4725  C55 1.413, C57 1.359
57 C -6.0750 0.1573 -0.1985  O56 1.359, O58 1.260, O59 1.345
58 O -5.5550 -0.5997 -1.0605  C57 1.260
59 O -5.9640 0.0053 1.1335  C54 1.399, C57 1.345
60 H -5.8720 2.4303 3.4565  C53 1.082
61 H -4.7900 1.4343 2.5925  C53 1.076
62 H -5.6890 0.7743 3.8025  C53 1.089
63 H -7.7430 0.6063 2.1255  C54 1.151
64 H -6.4670 2.8923 0.8185  C55 1.022
65 H -7.9820 2.2053 0.7615  C55 1.025
66 C 5.8090 -2.6907 4.0915  C67 1.551, H73 1.025, H74 1.079, H75 1.124
67 C 5.9310 -2.0047 2.7055  C66 1.551, C68 1.509, O72 1.370, H76 1.084
68 C 4.5920 -1.8687 2.0225  C67 1.509, O69 1.424, H77 1.158, H78 1.107
69 O 4.1780 -0.5127 2.1555  C68 1.424, C70 1.250
70 C 5.1190 0.0983 2.7055  O69 1.250, O71 1.233, O72 1.337
71 O 5.1200 1.3193 2.8805  C70 1.233
72 O 6.1700 -0.6827 2.9755  C67 1.370, C70 1.337
73 H 5.5830 -3.6887 4.0365  C66 1.025
74 H 5.2020 -2.2067 4.8405  C66 1.079
75 H 6.8070 -2.6977 4.6095  C66 1.124
76 H 6.6580 -2.4377 2.0285  C67 1.084
77 H 3.8060 -2.6137 2.4325  C68 1.158
78 H 4.6900 -2.2317 0.9815  C68 1.107
79 C -2.1030 -1.4857 0.6325  C80 1.555, H84 1.072, H85 1.092, H86 1.122
80 C -1.4170 -2.8717 0.4735  C79 1.555, C81 1.541, H87 1.084, H88 1.051
81 C -0.2190 -3.0327 -0.4815  C80 1.541, C82 1.470, H89 1.116, H90 1.122
82 C 1.0250 -2.3247 -0.1475  C81 1.470, N83 1.135
83 N 1.9540 -1.7307 0.1195  C82 1.135
84 H -1.4870 -0.6607 0.3355  C79 1.072
85 H -2.3700 -1.3577 1.6835  C79 1.092
86 H -2.9270 -1.3407 -0.1145  C79 1.122
87 H -2.1440 -3.6347 0.2205  C80 1.084
88 H -0.9610 -3.1277 1.3855  C80 1.051
89 H -0.4830 -2.6187 -1.4835  C81 1.116
90 H 0.1760 -4.0827 -0.4735  C81 1.122
91 C 4.0080 -1.7827 -2.8245  C92 1.566, H96 1.075, H97 1.060, H98 1.097
92 C 2.5630 -1.4457 -3.3265  C91 1.566, C93 1.506, H99 1.068, H100 1.114
93 C 1.9410 -2.5257 -4.1715  C92 1.506, C94 1.531, H101 1.085, H102 1.053
94 C 1.6210 -3.7317 -3.2835  C93 1.531, N95 1.161
95 N 1.3600 -4.6417 -2.6115  C94 1.161
96 H 3.9060 -2.7197 -2.3085  C91 1.075
97 H 4.4910 -1.1607 -2.1145  C91 1.060
98 H 4.7300 -1.9207 -3.6385  C91 1.097
99 H 2.6540 -0.5067 -3.8275  C92 1.068
100 H 1.8500 -1.2487 -2.4935  C92 1.114
101 H 2.7520 -2.7667 -4.8505  C93 1.085
102 H 1.1160 -2.2377 -4.7595  C93 1.053

Mulliken population analysis, charges in e, atoms 1 to 6:
1 C -1.3088
2 C 1.5507
3 C -0.1114
4 O -0.3842
5 C 0.3707
6 O -0.5717